# C10H12N2

A cluster of 2 separate species, C10H12N2 in total in a non-equilibrium geometry (ωB97M-V/def2-TZVPD, OMol25).

HOMO energy in eV: -8.054
LUMO level in eV: -0.34
HOMO-LUMO gap in eV: 7.711
Energy relative to the best compared isomer or geometry (same formula, charge and spin) in kJ/mol: 367.4
Max |F| in eV Å⁻¹: 4.9
Net charge: 0
Electronic energy in Ha: -497.62234

Element x y z (Å)
C 3.041955 -0.132800 0.756312
C 1.825490 -0.770057 0.798474
C 2.008579 0.300387 -1.076707
C -1.903251 2.146526 -0.293571
C -0.821523 2.278221 0.600336
C -2.339333 0.859891 -0.202840
C -0.568349 1.050186 1.212895
C -1.434870 0.151894 0.629274
C -0.730934 -2.277610 -0.509792
C -0.192388 -0.910566 -0.738160
N 3.150561 0.492825 -0.491663
N 1.159162 -0.530026 -0.453539
H 3.872666 -0.004482 1.457341
H 1.366657 -1.452714 1.513124
H 1.859346 0.706105 -2.157045
H -2.265448 2.938498 -0.892117
H -0.395763 3.187482 0.841959
H -3.084649 0.412138 -0.741045
H 0.445654 0.820702 1.660562
H -1.690063 -0.785015 1.103850
H -1.857500 -2.290192 -0.572461
H -0.441828 -2.689318 0.450034
H -0.443426 -2.989377 -1.268889
H -0.560741 -0.512692 -1.626321

Atoms 1-6, force components in eV/Å:
C -0.74 -0.04 -1.13
C 0.01 -0.79 -0.39
C 0.62 1.36 -4.17
C -0.90 -0.99 0.19
C 0.33 -2.11 1.54
C 0.81 1.63 -0.75


# C10H12N3

The ion C10H12N3 with charge +1 in a non-equilibrium geometry (ωB97M-V/def2-TZVPD, OMol25).

HOMO energy in eV: -12.694
LUMO level in eV: -3.40
HOMO-LUMO gap in eV: 9.289
Energy relative to the best compared isomer or geometry (same formula, charge and spin) in kJ/mol: 6.4
Max |F| in eV Å⁻¹: 6.0
Net charge: +1
Electronic energy in Ha: -552.23227

Element x y z (Å)
C 2.484481 -1.356216 -0.824861
C 1.230399 -0.857249 -0.472137
C 3.621026 -0.659382 -0.559330
C 2.454838 0.796081 0.894657
C 1.180105 0.219378 0.457139
C -1.516364 1.573774 -0.925319
C -0.646042 1.862612 -0.016931
C -2.063815 -0.426062 0.232109
C -2.066217 0.206828 -1.044453
C -0.046004 0.824616 0.985165
N 3.614646 0.426719 0.267996
N -1.119002 -0.203449 1.098724
N -2.933590 -1.486756 0.514621
H 2.589709 -2.333497 -1.332064
H 0.340272 -1.369264 -0.686074
H 4.678912 -0.910680 -0.844852
H 2.486045 1.518314 1.677909
H -1.693862 2.478115 -1.507002
H -0.339189 2.917037 -0.056133
H -3.203976 0.284994 -1.303961
H -1.513108 -0.346645 -1.688240
H 0.076999 1.158000 1.962698
H -1.020039 -0.677354 2.008253
H -3.521403 -1.674389 -0.273698
H -3.074825 -1.965523 1.435790

Atoms 1-6, force components in eV/Å:
C -0.77 -1.52 -1.26
C 1.47 1.56 2.25
C 1.70 2.03 1.71
C -0.48 -2.58 -3.35
C 3.58 -0.16 -0.38
C -0.14 0.86 -0.68


# C10H12N3O2

The ion C10H12N3O2 with charge +1 in a non-equilibrium geometry (ωB97M-V/def2-TZVPD, OMol25).

HOMO energy (spin up / spin down) in eV: -12.603 / -12.610
LUMO level (spin up / spin down) in eV: -5.45 / -5.49
HOMO-LUMO gap (spin up / spin down) in eV: 7.149 / 7.123
Energy relative to the best compared isomer or geometry (same formula, charge and spin) in kJ/mol: 335.4
Max |F| in eV Å⁻¹: 4.5
Net charge: +1
Electronic energy in Ha: -702.56285

Element x y z (Å)
C 4.179078 0.979571 0.429251
C 2.805270 1.091518 0.613215
C 4.690428 -0.136527 -0.301512
C 2.488457 -0.874332 -0.700618
C 1.931128 0.153770 0.048076
C 0.607919 0.519262 0.179997
C -2.693180 0.891145 -1.236970
C -0.603125 -0.433623 -0.557240
C -1.933978 0.134859 -0.275431
C -3.309742 -1.567841 0.686120
N 3.821694 -1.054912 -0.726472
N 0.027292 1.428567 0.798024
N -2.796289 -0.198596 0.904368
O -3.828466 1.202011 -1.006719
O -1.127099 1.790549 0.896371
H 4.848375 1.815627 0.579603
H 2.292474 1.942682 1.239697
H 5.818169 -0.390521 -0.398480
H 1.945791 -1.552678 -1.384613
H -2.254749 1.168774 -2.178945
H -0.375237 -0.495689 -1.679355
H -0.319524 -1.317398 -0.157813
H -2.631601 -2.380143 0.896499
H -4.218718 -1.714711 1.263529
H -3.469500 -1.572188 -0.422543
H -2.345052 0.009828 1.767577
H -3.549816 0.561004 0.724392

Atoms 1-6, force components in eV/Å:
C 0.17 0.05 -1.39
C 0.44 1.43 1.48
C -0.43 -0.59 1.37
C 0.95 -0.20 -0.18
C 2.76 0.31 -0.09
C -4.47 -0.26 -0.53


# C10H12N4O4Pd

A structure of composition C10H12N4O4Pd (ωB97M-V/def2-TZVPD, OMol25).

HOMO energy in eV: -0.569
LUMO level in eV: 5.53
HOMO-LUMO gap in eV: 6.103
Energy relative to the best compared isomer or geometry (same formula, charge and spin) in kJ/mol: 15.1
Max |F| in eV Å⁻¹: 0.3
Net charge: -2
Electronic energy in Ha: -1036.17578

Element x y z (Å)
Pd -1.239425 -0.148992 0.763026
O -1.419858 2.985366 3.900811
C -1.160445 2.555280 2.751878
O -0.179267 2.801379 2.027895
C -2.233170 1.592244 2.182219
C -3.124761 0.968370 3.062625
C -4.209865 0.258922 2.571691
C -4.354680 0.134898 1.198979
C -3.416318 0.754204 0.374548
N -2.413298 1.558103 0.831802
H -2.959648 1.113260 4.120304
H -4.913896 -0.214794 3.247678
H -5.152190 -0.452990 0.760912
H -3.551886 0.748400 -0.701880
N 0.893781 2.358370 -0.848686
N 1.193189 1.025901 -1.313254
H 0.455141 2.338479 0.080073
H 0.188022 2.725912 -1.475739
H 0.500667 0.369588 -0.948715
H 2.044815 0.742151 -0.843394
O -2.240034 -3.416299 0.721124
C -1.034837 -3.251871 0.795004
C -0.084659 -4.434722 1.041417
C 1.274046 -3.782072 1.156180
C 1.004136 -2.322502 0.760008
O 1.916114 -1.533574 0.584127
N -0.338394 -2.081962 0.645015
H -0.166143 -5.120729 0.195373
H -0.412402 -4.970760 1.932887
H 2.050368 -4.201130 0.515250
H 1.655891 -3.774066 2.179375

Atoms 1-6, force components in eV/Å:
Pd -0.08 -0.16 -0.18
O 0.05 0.01 0.02
C 0.04 -0.08 0.05
O 0.00 0.08 -0.06
C -0.17 0.12 0.03
C -0.06 0.02 -0.03


# C10H12N7O4RuS2

A structure of composition C10H12N7O4RuS2 in a non-equilibrium geometry (ωB97M-V/def2-TZVPD, OMol25).

HOMO energy (spin up / spin down) in eV: -6.425 / -7.858
LUMO level (spin up / spin down) in eV: -0.17 / -0.85
HOMO-LUMO gap (spin up / spin down) in eV: 6.255 / 7.011
Expectation value of S²: 8.810
Energy relative to the best compared isomer or geometry (same formula, charge and spin) in kJ/mol: 241.9
Spin multiplicity: 6
Max |F| in eV Å⁻¹: 1.9
Net charge: 0
Electronic energy in Ha: -1963.64939

Element x y z (Å)
Ru -0.256999 1.550555 -1.279069
N 2.586148 0.153054 -4.362293
C 1.803718 0.331844 -3.238209
S 0.380625 1.406445 -3.525693
N 2.220512 -0.163871 -2.108964
N 1.524735 0.064658 -0.974632
C 1.814545 -0.876386 -0.032603
C 1.263490 -1.047497 1.237991
C 1.670661 -2.184393 2.028834
C 1.221884 -2.387933 3.297182
C 0.329173 -1.414964 3.917598
C -0.096080 -0.366828 3.170305
N 0.311963 -0.238961 1.828681
H 2.309046 0.477014 -5.291019
H 3.233011 -0.596813 -4.299344
H 2.588229 -1.585703 -0.298330
H 2.385954 -2.925330 1.574345
H 1.645324 -3.148315 3.899823
H 0.018217 -1.456627 4.960056
H -0.759851 0.365423 3.545489
O 2.030016 1.579190 2.380418
C 1.137146 1.874090 1.671932
O 0.119230 0.978157 1.283161
C 0.852072 3.268032 1.079140
O 0.948458 4.187339 1.872171
O 0.536405 3.280501 -0.157717
N -1.456771 -0.683150 -1.452839
N -2.882963 -0.637156 -1.350248
C -3.511477 0.538111 -1.089474
N -4.861809 0.475217 -0.987418
S -2.739026 2.011350 -0.781865
H -1.123720 -0.892977 -2.404342
H -1.112945 -1.386928 -0.809827
H -3.387506 -1.410296 -1.759874
H -5.325921 -0.392416 -0.858069
H -5.415493 1.255563 -0.685297

Atoms 1-6, force components in eV/Å:
Ru 0.12 0.46 0.44
N -0.71 0.18 0.32
C -0.21 1.31 -0.38
S 0.64 -0.67 -0.21
N 0.60 -0.48 -1.21
N -0.62 -1.12 1.01


# C10H12NO

The ion C10H12NO with charge +1 in a non-equilibrium geometry (ωB97M-V/def2-TZVPD, OMol25).

HOMO energy (spin up / spin down) in eV: -10.088 / -13.629
LUMO level (spin up / spin down) in eV: -3.19 / -7.61
HOMO-LUMO gap (spin up / spin down) in eV: 6.901 / 6.014
Expectation value of S²: 2.032
Energy relative to the best compared isomer or geometry (same formula, charge and spin) in kJ/mol: 23.4
Spin multiplicity: 3
Max |F| in eV Å⁻¹: 5.1
Net charge: +1
Electronic energy in Ha: -517.79874

Element x y z (Å)
C 2.749876 1.369607 -0.128143
C 1.652379 2.133309 0.190404
C 2.617764 -0.024658 -0.199261
C 0.329664 1.641700 0.111453
C 1.369041 -0.601574 0.044865
C 0.243903 0.302118 0.055010
C 0.887448 -1.973266 0.044323
C -0.710250 -1.898738 0.172896
C -1.665248 -0.098212 -1.247169
C -1.962971 -0.029845 1.152953
N -1.007643 -0.389476 0.043515
O 1.478815 -3.006711 0.167100
H 3.788168 1.733390 -0.129824
H 1.614477 3.249956 0.245625
H 3.514321 -0.495268 -0.582697
H -0.426611 2.403004 0.016289
H -1.131227 -2.432644 -0.623550
H -0.897079 -2.242494 1.108097
H -2.683576 -0.145851 -0.986994
H -1.433480 0.853652 -1.579104
H -1.495825 -0.772090 -1.969497
H -2.870978 -0.509956 1.024730
H -1.615263 -0.104299 2.151177
H -2.345699 1.038348 0.917809

Atoms 1-6, force components in eV/Å:
C 1.50 -2.65 0.83
C 0.40 3.98 -0.21
C 3.74 3.39 -0.94
C -0.54 -1.99 -0.25
C -2.98 -2.13 -0.35
C -0.02 1.48 0.99